Record 1
ORCA calculation (wB97M-V/def2-TZVPD) on the molecule C21H25N3O6.

Element x y z (Å)
C 3.519250 6.925188 -2.902578
C 3.242605 5.743545 -3.820078
H 2.827840 6.072473 -4.774487
H 4.159200 5.169022 -3.986926
O 2.249352 4.874841 -3.264629
C 2.653136 3.975631 -2.372177
O 3.794873 3.820209 -2.023613
C 1.473170 3.193004 -1.816092
C 1.089431 3.832889 -0.467773
H 0.024724 3.688527 -0.279514
H 1.285332 4.905691 -0.485844
C 1.887879 3.173268 0.651080
N 1.424151 1.808105 0.803707
C 1.306150 1.271467 2.001360
C 0.755680 0.062730 2.393834
C -0.258259 -0.672682 1.666806
O -0.930931 -0.211872 0.759811
N -0.514155 -1.972778 2.117947
C -0.062880 -2.500455 3.308686
O -0.308974 -3.622997 3.678797
N 0.688550 -1.636349 4.072553
C 1.142692 -0.376091 3.727212
O 1.834019 0.255681 4.501808
H 0.987421 -1.993304 4.972814
C -1.403005 -2.774398 1.334306
C -2.586097 -3.246720 1.873145
C -3.435404 -4.033315 1.115265
C -3.112352 -4.343419 -0.202078
C -1.921779 -3.848969 -0.740391
C -1.072504 -3.077040 0.020191
H -0.152313 -2.703993 -0.402802
H -1.684172 -4.091955 -1.763810
O -3.870666 -5.084663 -1.052550
C -5.032680 -5.735177 -0.577406
C -4.713734 -6.977513 0.249252
H -5.637092 -7.463796 0.551928
H -4.142410 -6.717456 1.136842
H -4.125626 -7.672953 -0.344196
H -5.663068 -5.038841 -0.010893
H -5.570388 -6.021809 -1.485765
H -4.347720 -4.387521 1.567806
H -2.843795 -3.010701 2.893775
H 1.779818 1.825444 2.807574
C 1.139538 1.099344 -0.426257
H 1.465776 0.062565 -0.300353
C 1.874382 1.728130 -1.602410
H 1.661437 1.145959 -2.498662
H 2.951626 1.684384 -1.426124
H 0.059677 1.070318 -0.610940
H 2.954147 3.192623 0.397064
H 1.746527 3.707139 1.591771
H 0.641815 3.287859 -2.516339
H 2.598548 7.465738 -2.695980
H 4.225568 7.597893 -3.379840
H 3.945689 6.577100 -1.964827

Cartesian forces, eV/Å:
-0.168 -0.368 -0.105
0.481 0.281 -0.034
0.054 -0.088 0.101
-0.168 0.083 -0.059
-0.321 0.167 -0.152
-0.341 -0.408 0.115
0.210 0.105 0.011
0.215 0.061 -0.115
0.105 0.020 0.075
-0.011 0.049 0.023
-0.060 0.024 0.045
0.191 0.660 0.009
-0.188 -0.163 0.342
0.033 -0.174 0.174
0.114 0.107 -0.121
-0.165 0.474 0.065
0.072 -0.098 0.052
-0.288 -0.229 -0.351
0.294 -0.032 0.189
-0.043 -0.101 0.105
0.119 -0.034 0.455
0.042 -0.014 -0.198
0.103 0.083 0.212
-0.046 0.042 -0.194
-0.270 -0.211 -0.093
0.293 0.185 -0.151
-0.255 -0.170 -0.170
0.233 0.175 0.055
-0.156 -0.119 -0.014
-0.122 -0.073 0.210
0.083 0.040 -0.036
0.028 -0.031 -0.121
0.209 0.100 -0.094
-0.262 -0.298 0.178
0.066 0.355 -0.207
-0.094 -0.072 0.057
0.017 -0.037 0.095
0.034 -0.084 -0.035
0.048 -0.020 -0.103
0.009 0.092 0.160
-0.083 -0.073 0.003
-0.007 0.007 0.088
-0.025 0.075 -0.043
-0.294 -0.377 -0.716
-0.084 0.072 0.018
0.082 0.009 0.148
0.028 -0.048 0.031
-0.039 -0.021 -0.065
0.244 -0.018 0.059
-0.073 0.009 0.068
0.017 -0.099 -0.063
0.055 -0.025 0.059
-0.053 0.091 0.006
0.081 0.105 -0.033
0.055 0.016 0.061

Calculated values
Electronic energy = -1431.01489 hartree
Maximum force = 0.86 eV Å⁻¹
Kohn-Sham gap = 8.67 eV
Energy relative to the best compared isomer or geometry (same formula, charge and spin) = 0.0 kcal/mol

Taken from the Mulliken analysis, the atomic charges in e are: C -1.0769; C -0.2597; H 0.3108; H 0.3164; O -0.3643; C -0.0948; O -0.5825; C 0.9221; C -1.1043; H 0.3507; H 0.5272; C -0.8828; N 0.2354; C 0.0331; C -0.5053; C 0.8911; O -0.6512; N 0.2907; C 0.4063; O -0.6180; N -0.0605; C 0.2803; O -0.7025; H 0.2475; C -0.4711; C -0.5354; C -0.3293; C 0.8048; C -0.7692; C -0.2480; H 0.3644; H 0.4184; O -0.4709; C -0.4196; C -1.0339; H 0.3497; H 0.3543; H 0.3023; H 0.3300; H 0.3162; H 0.3533; H 0.4071; H 0.4699; C -0.6330; H 0.5453; C -1.5268; H 0.5195; H 0.3407; H 0.3046; H 0.3768; H 0.5046; H 0.4967; H 0.2931; H 0.3817; H 0.2954

=====

Record 2
ORCA calculation (wB97M-V/def2-TZVPD) on the molecule C21H25N3O6S at a distorted geometry.

Element x y z (Å)
C 1.266776 5.586050 -5.487307
C 0.714390 4.720603 -4.379250
O -0.476315 4.497306 -4.302096
C 1.665159 4.183485 -3.401959
C 3.064884 4.141928 -3.447099
N 3.487192 3.552258 -2.320357
C 2.424176 3.202795 -1.519854
C 1.263220 3.582754 -2.174316
C -0.133324 3.414703 -1.701834
H -0.161916 3.259887 -0.627258
H -0.593646 2.566408 -2.209238
H -0.721905 4.290274 -1.965655
C 2.723455 2.529460 -0.273611
O 3.849304 2.258387 0.080821
O 1.618846 2.218383 0.445202
C 1.805582 1.471088 1.636492
H 1.585612 2.106587 2.500820
H 2.850900 1.145382 1.707617
C 0.894817 0.244147 1.692478
O 0.873106 -0.473479 2.665408
N 0.138584 0.085675 0.578337
C -0.820227 -0.904970 0.348638
C -0.758998 -2.143372 0.980989
C -1.757941 -3.064846 0.745804
C -2.797981 -2.806220 -0.125146
C -2.836281 -1.586387 -0.782964
C -1.858215 -0.638471 -0.543740
H -1.894625 0.316395 -1.048286
H -3.632269 -1.370724 -1.479013
H -3.543828 -3.567393 -0.286326
S -1.703503 -4.650048 1.603571
O -0.346808 -5.107849 1.622803
O -2.710216 -5.484479 1.015870
N -2.160083 -4.390498 3.181508
C -3.442061 -3.747273 3.361297
H -4.062068 -3.937853 2.487120
H -3.925016 -4.183654 4.241136
C -3.125921 -2.262827 3.596354
H -3.870762 -1.794652 4.237141
H -3.107992 -1.726724 2.647121
C -1.729909 -2.276271 4.241698
H -1.062893 -1.556959 3.770855
H -1.788076 -2.036164 5.302097
C -1.216825 -3.719076 4.052632
H -0.225528 -3.780786 3.608672
H -1.199371 -4.253859 5.007135
H 0.055940 -2.389364 1.638737
H 0.182446 0.837044 -0.100351
H 4.442431 3.360826 -2.055716
C 4.051158 4.577025 -4.469112
H 4.040111 5.658381 -4.593401
H 3.836925 4.124659 -5.435308
H 5.051515 4.277750 -4.163499
H 1.893048 6.376162 -5.083137
H 0.436188 6.023751 -6.035591
H 1.858127 4.983179 -6.171534

Cartesian forces, eV/Å:
-0.346 0.030 -0.048
0.246 0.195 -0.286
-0.057 -0.023 -0.026
0.147 -0.250 0.379
-0.234 0.036 -0.060
0.147 -0.059 0.103
-0.511 0.161 -0.241
0.443 -0.135 0.243
-0.150 0.066 0.144
-0.064 -0.013 0.004
-0.123 -0.020 -0.021
-0.064 -0.073 0.046
0.356 -0.136 0.110
-0.195 0.086 -0.058
-0.115 0.128 -0.150
0.437 -0.256 0.553
-0.011 -0.119 -0.145
-0.293 0.003 0.043
0.072 0.509 -0.257
0.153 -0.063 0.220
0.014 0.285 -0.471
-0.302 -0.410 0.133
0.211 0.131 0.042
-0.069 -0.542 0.163
-0.158 -0.126 -0.032
0.069 -0.020 0.050
0.074 -0.053 0.098
-0.010 0.124 -0.039
-0.064 0.013 -0.058
-0.121 -0.048 -0.068
-0.089 -0.361 0.060
0.131 0.351 0.133
-0.196 0.324 -0.011
0.360 -0.408 -1.074
-0.652 0.286 -0.008
-0.183 0.009 0.119
-0.017 -0.011 -0.099
-0.076 -0.041 0.057
-0.044 0.045 -0.036
-0.033 0.014 0.028
0.002 0.031 0.050
0.001 0.011 0.044
0.044 0.036 0.022
0.573 0.203 0.358
0.074 0.018 0.190
0.054 0.030 -0.096
0.109 0.044 0.058
0.056 -0.156 0.167
-0.052 0.024 -0.076
0.053 0.055 -0.055
0.041 0.032 -0.039
0.052 0.002 -0.042
0.069 0.010 -0.046
0.125 0.075 0.006
-0.004 -0.012 -0.001
0.122 -0.033 -0.080

Calculated values
Electronic energy = -1829.17358 hartree
Maximum force = 1.20 eV Å⁻¹
Kohn-Sham gap = 9.48 eV
Energy relative to the best compared isomer or geometry (same formula, charge and spin) = 0.0 kcal/mol

Taken from the Mulliken analysis, the atomic charges in e are: C -1.3690; C 0.9414; O -0.6232; C 0.3649; C 0.1463; N 0.0146; C -0.4880; C 0.9474; C -1.4580; H 0.4383; H 0.1832; H 0.4897; C 0.5105; O -0.6659; O -0.2778; C -0.5857; H 0.3413; H 0.3719; C 0.4958; O -0.6255; N 0.0559; C 0.2769; C 0.0198; C -0.3576; C -0.3308; C -0.9144; C -0.4973; H 0.4335; H 0.4076; H 0.5525; S 1.1944; O -0.6963; O -0.7257; N 0.0268; C -0.8419; H 0.3973; H 0.4004; C -0.4481; H 0.4428; H 0.0687; C -0.0342; H -0.0716; H 0.4095; C -0.8271; H 0.3690; H 0.3094; H 0.6051; H -0.0897; H 0.2522; C -1.5387; H 0.3135; H 0.3334; H 0.3345; H 0.3256; H 0.3660; H 0.3266

=====

Record 3
ORCA calculation (wB97M-V/def2-TZVPD) on the molecule C21H25N3O7S at a distorted geometry.

Element x y z (Å)
C 3.809645 2.892007 -1.957218
C 4.470346 2.893529 -0.590632
H 4.980107 3.842788 -0.392079
H 5.206636 2.087312 -0.500418
O 3.446812 2.702931 0.384832
C 3.818005 2.630587 1.653169
N 5.102678 2.759622 1.955520
C 5.487054 2.645856 3.215310
C 4.619619 2.371767 4.258992
C 3.273854 2.241825 3.960106
C 2.838736 2.389054 2.647916
C 1.402099 2.256332 2.357842
O 0.621299 1.691368 3.102033
O 1.039788 2.826186 1.212622
C -0.336671 2.825978 0.854531
H -0.954122 2.976743 1.748925
H -0.461553 3.656781 0.158774
C -0.764979 1.526205 0.149432
O -1.154765 1.517860 -0.994798
N -0.684280 0.451488 0.969326
C -0.943680 -0.880355 0.633790
C -0.858957 -1.320695 -0.682505
C -1.145795 -2.636378 -0.979239
C -1.487479 -3.538007 0.007344
C -1.540980 -3.102983 1.322124
C -1.280774 -1.781512 1.657338
C -1.364922 -1.323122 3.081724
H -1.621654 -2.154754 3.731969
H -2.126934 -0.552010 3.192865
H -0.415594 -0.906913 3.419526
H -1.797205 -3.802510 2.103983
H -1.688479 -4.562020 -0.262352
S -1.096765 -3.156838 -2.696550
O -0.072026 -2.413187 -3.365517
O -1.052937 -4.590034 -2.719301
N -2.539458 -2.718375 -3.385463
C -2.776100 -1.333740 -3.724678
H -1.805292 -0.853308 -3.835044
C -3.626032 -0.630737 -2.660352
H -3.950942 0.347034 -3.017794
O -4.807034 -1.358675 -2.384401
C -4.515328 -2.663184 -1.935906
H -5.478865 -3.139445 -1.745823
C -3.725795 -3.440750 -2.994447
H -3.406988 -4.414510 -2.624929
H -4.352330 -3.577460 -3.883324
H -3.939829 -2.616430 -0.997485
H -3.046696 -0.498212 -1.736279
H -3.303525 -1.308685 -4.685407
H -0.563525 -0.651944 -1.473031
H -0.437363 0.630387 1.941193
H 2.540733 2.039089 4.726947
H 4.980774 2.271323 5.269002
H 6.547876 2.778175 3.380930
H 3.305210 1.945191 -2.128793
H 4.560336 3.040179 -2.727778
H 3.074045 3.689174 -2.016521

Cartesian forces, eV/Å:
-0.005 -0.033 0.489
0.419 0.073 -0.460
-0.030 -0.168 -0.014
-0.076 0.157 0.000
-0.148 -0.043 -0.141
0.140 -0.031 0.678
-0.161 0.061 -0.559
-0.097 -0.080 0.278
-0.011 0.024 0.004
0.007 0.046 -0.306
0.346 0.049 -0.143
-0.242 -0.166 0.253
0.087 0.187 0.033
0.145 0.044 -0.037
-0.539 0.042 -0.061
0.090 0.024 -0.155
-0.001 -0.212 0.093
0.152 0.551 0.371
-0.060 0.036 -0.290
0.098 -0.336 0.532
-0.180 -0.443 -0.341
0.135 0.171 0.014
0.111 -0.253 -0.470
-0.014 -0.174 -0.039
0.024 0.085 -0.156
-0.009 0.043 -0.123
0.015 -0.021 -0.062
-0.006 -0.014 0.058
-0.033 0.089 0.068
0.043 0.050 0.107
-0.017 -0.056 0.089
-0.026 -0.155 0.039
-0.176 -0.124 -0.238
-0.109 0.323 0.163
-0.202 0.039 0.284
0.973 -0.331 0.292
-0.112 0.628 0.099
-0.102 0.176 -0.120
0.211 0.053 -0.121
0.116 -0.011 0.030
-0.185 0.046 -0.150
0.074 -0.260 -0.042
0.103 -0.055 0.038
-0.498 -0.189 0.407
-0.236 -0.070 -0.030
0.065 -0.038 0.064
-0.106 -0.020 -0.083
-0.083 0.041 -0.116
0.084 0.007 0.055
0.021 0.116 0.000
-0.026 0.150 -0.298
-0.052 -0.033 0.034
0.049 0.003 0.087
0.078 -0.013 0.135
-0.042 -0.093 -0.079
0.069 0.016 -0.082
-0.070 0.094 -0.075

Calculated values
Electronic energy = -1904.38663 hartree
Maximum force = 1.07 eV Å⁻¹
Kohn-Sham gap = 8.70 eV
Energy relative to the best compared isomer or geometry (same formula, charge and spin) = 35.7 kcal/mol

Taken from the Mulliken analysis, the atomic charges in e are: C -1.2309; C -0.2151; H 0.3118; H 0.3249; O -0.2096; C 0.4096; N -0.5825; C -0.4487; C -0.5893; C -0.4774; C 0.3990; C 0.8471; O -0.7644; O -0.3018; C -0.9799; H 0.3522; H 0.3222; C 0.7633; O -0.5864; N 0.1804; C 0.3971; C -0.6998; C -0.0533; C -0.7452; C -0.8367; C 0.9511; C -1.6211; H 0.4066; H 0.3408; H 0.3299; H 0.3580; H 0.5219; S 1.2348; O -0.7086; O -0.7388; N 0.0650; C -0.7744; H 0.4123; C -0.2362; H 0.3916; O -0.4656; C -0.1906; H 0.3644; C -0.7767; H 0.3958; H 0.3434; H 0.1150; H 0.2202; H 0.3210; H 0.6432; H 0.2028; H 0.4782; H 0.4112; H 0.4068; H 0.2925; H 0.4189; H 0.3001

=====

Record 4
ORCA calculation (wB97M-V/def2-TZVPD) on the molecule C21H25N5O4 at a distorted geometry.

Element x y z (Å)
C 4.299960 4.110930 -2.191875
C 3.308935 3.834358 -1.111165
N 3.172280 2.587677 -0.727584
C 2.298505 2.332606 0.231134
N 1.971322 1.190015 0.800639
C 1.025896 1.527715 1.694502
N 0.730729 2.820379 1.734798
N 1.530370 3.349474 0.818015
C 1.648849 4.640518 0.446625
C 2.561929 4.893735 -0.543305
H 2.711499 5.902325 -0.892720
C 0.793474 5.639119 1.136647
H 0.919791 6.626656 0.703664
H -0.249266 5.331929 1.070936
H 1.048149 5.667524 2.195603
C 0.329712 0.522258 2.535312
O -0.806884 0.622883 2.915100
O 1.141182 -0.498090 2.795714
C 0.574948 -1.619537 3.452335
H 0.013637 -1.299353 4.337503
H 1.421157 -2.238469 3.762151
C -0.378130 -2.481571 2.605314
O -1.159762 -3.199795 3.202294
C -0.270058 -2.406151 1.169376
C -1.215870 -2.906749 0.273230
N -0.782678 -2.644984 -0.983134
C 0.427221 -1.983275 -0.926800
C 0.769596 -1.828878 0.380406
H 1.664620 -1.359512 0.731780
C 1.179455 -1.559784 -2.138757
H 0.560402 -0.959268 -2.804961
H 1.549529 -2.420118 -2.699607
H 2.029629 -0.961033 -1.824151
C -1.470222 -2.974818 -2.200746
H -0.724629 -3.173627 -2.975153
H -2.067137 -3.876238 -2.042528
C -2.402473 -1.844573 -2.686803
C -2.779639 -2.014860 -4.171334
H -2.203452 -1.355288 -4.815879
C -4.276149 -1.708426 -4.188904
H -4.808240 -2.220885 -4.986340
C -4.686926 -2.190527 -2.800065
H -5.590646 -1.717146 -2.414900
H -4.825020 -3.282496 -2.795980
O -3.617828 -1.826063 -1.952062
H -4.445845 -0.635030 -4.274458
H -2.605821 -3.046620 -4.481525
H -1.909147 -0.881287 -2.502886
C -2.505850 -3.582588 0.549981
H -2.476705 -4.622948 0.220888
H -2.687518 -3.569784 1.620119
H -3.316648 -3.071967 0.032722
H 5.063453 4.799000 -1.833108
H 4.767233 3.181333 -2.500621
H 3.806389 4.571605 -3.045890

Cartesian forces, eV/Å:
0.028 0.017 -0.032
-0.042 -0.205 0.080
0.574 -0.086 -0.579
-0.752 0.405 0.696
0.304 -0.425 -0.113
0.422 0.766 -0.631
-0.975 0.030 0.944
0.805 -1.075 -0.602
0.145 0.562 -0.261
-0.275 -0.086 0.299
-0.041 0.109 0.014
-0.037 -0.051 0.041
0.031 0.009 -0.034
-0.057 0.031 0.019
-0.023 0.020 0.058
-0.608 0.057 0.319
0.258 -0.029 -0.082
0.396 0.050 -0.092
-0.451 -0.310 0.530
0.112 -0.116 -0.163
-0.098 0.090 -0.051
0.078 0.167 0.255
0.168 0.082 0.175
-0.313 -0.242 -0.726
0.024 0.011 0.606
0.120 -0.036 0.300
0.488 0.212 0.089
-0.074 -0.061 -0.196
0.155 0.111 -0.055
-0.114 -0.148 0.040
0.020 0.085 -0.120
0.058 0.006 -0.112
0.052 0.048 -0.025
-0.422 0.369 -0.336
-0.068 -0.050 0.074
0.067 0.021 -0.094
0.466 -0.124 -0.182
-0.120 0.047 0.208
0.073 -0.041 -0.035
0.029 -0.051 0.235
-0.045 0.015 -0.061
-0.262 -0.076 -0.263
0.012 -0.075 -0.032
-0.036 0.075 -0.001
0.092 0.126 0.204
-0.045 0.014 -0.020
0.043 -0.043 -0.055
0.000 -0.137 -0.040
-0.163 0.036 0.018
-0.054 -0.097 -0.001
-0.007 -0.060 -0.047
-0.051 -0.070 -0.024
0.078 0.072 -0.026
0.027 -0.010 -0.026
0.010 0.060 -0.088

Calculated values
Electronic energy = -1389.99321 hartree
Maximum force = 1.47 eV Å⁻¹
Kohn-Sham gap = 7.82 eV
Energy relative to the best compared isomer or geometry (same formula, charge and spin) = 65.5 kcal/mol

Taken from the Mulliken analysis, the atomic charges in e are: C -1.1550; C 0.9489; N -0.6023; C 0.3751; N -0.3474; C 0.2176; N -1.4263; N 0.8732; C 1.3702; C -1.0699; H 0.4041; C -1.4119; H 0.3809; H 0.3512; H 0.3182; C 0.4641; O -0.5808; O -0.3399; C -0.8509; H 0.3884; H 0.3761; C 0.7171; O -0.6749; C 0.5232; C 0.5994; N 0.4010; C 0.6199; C -0.7411; H 0.7242; C -1.7840; H 0.3255; H 0.3248; H 0.4116; C -1.6537; H 0.3375; H 0.3039; C 0.5677; C -0.8198; H 0.3488; C -0.5593; H 0.3564; C -0.5064; H 0.3372; H 0.2648; O -0.4120; H 0.2753; H 0.3868; H 0.3593; C -1.6655; H 0.3127; H 0.4172; H 0.2512; H 0.3062; H 0.3507; H 0.3108